No. 1
The following is a quantum chemistry calculation of a structure of composition C19H31N3O5P at a distorted geometry, from OMol25.

XYZ file:
```
59
Properties=species:S:1:pos:R:3:forces:R:3:nbo_charge:R:1
O -2.632 4.502 -1.594 0.10 0.17 -1.25 -0.3696
C -2.470 4.177 -2.689 0.08 -0.10 0.74 0.8993
N -2.288 3.732 -3.841 0.17 -1.07 0.61 -0.8407
P -2.208 2.021 -3.747 -1.04 0.15 -0.59 1.4610
C -1.732 1.250 -5.342 0.26 0.77 -0.67 -0.7480
C -0.249 1.521 -5.779 -1.01 -0.71 0.10 -0.5201
C 0.815 0.585 -5.147 0.64 -0.25 -0.39 0.6950
O 1.945 0.693 -5.522 -0.05 0.38 0.00 -0.4791
N 0.524 -0.414 -4.146 -0.59 1.16 -0.22 -0.6407
C 0.759 0.088 -2.826 0.36 0.30 1.53 0.1127
C -0.112 -0.304 -1.772 -0.52 -0.38 -0.07 -0.2520
C -0.018 0.132 -0.449 2.26 1.95 -0.08 -0.1991
C 1.070 1.083 -0.119 -1.43 -1.51 -1.70 -0.2096
C 1.948 1.441 -1.167 -0.80 -0.16 0.77 -0.1945
C 1.812 0.959 -2.498 -0.09 0.07 0.30 -0.2758
C -3.882 1.413 -3.280 0.75 -1.74 2.07 -0.7909
C -3.680 0.483 -1.972 -2.01 -0.33 0.63 0.0445
C -4.977 0.307 -1.106 3.44 0.99 -2.06 -0.1045
O -3.804 1.156 -0.720 -1.01 -1.01 -1.26 -0.4837
H -1.278 1.701 -2.721 -0.25 -0.04 -0.30 0.0650
H -2.000 0.172 -5.377 0.11 0.64 0.45 0.2722
H -2.382 1.721 -6.117 0.19 -0.16 0.67 0.2907
H -0.209 1.343 -6.874 0.12 0.15 0.65 0.2762
H -0.023 2.592 -5.621 0.30 -0.63 0.02 0.2626
H -0.406 -0.811 -4.240 0.18 0.03 0.20 0.3679
H -0.918 -1.009 -2.040 0.43 0.25 0.19 0.1875
H -0.723 -0.176 0.331 0.31 0.03 -0.49 0.2350
H 1.171 1.485 0.895 0.02 -0.30 -0.53 0.2445
H 2.745 2.148 -0.900 -0.25 -0.40 -0.45 0.2328
H 2.543 1.281 -3.250 -0.40 -0.23 0.35 0.2512
H -4.338 0.732 -4.025 0.32 0.76 0.01 0.2831
H -4.565 2.212 -2.942 0.40 -0.14 -0.53 0.2855
H -2.993 -0.395 -2.063 -0.40 1.07 0.25 0.2057
H -5.754 0.833 -1.674 -0.33 -0.20 1.24 0.1979
H -5.088 -0.601 -0.511 -0.24 0.51 -0.25 0.2311
C 2.300 -1.786 1.440 0.10 0.23 0.09 -0.2469
O 1.367 -0.978 2.138 -0.03 -0.39 -0.15 -0.5665
C 0.252 -1.701 2.653 -0.21 0.36 0.30 -0.0666
C 0.320 -1.814 4.168 0.29 -0.19 -0.16 -0.2437
N 1.390 -2.710 4.588 -0.07 0.19 0.03 -0.6226
C 1.705 -2.646 6.018 0.14 -0.09 -0.16 -0.2518
C 2.171 -1.307 6.597 0.03 -0.25 0.33 -0.0864
O 3.452 -0.891 6.157 -0.25 0.12 -0.08 -0.5395
C 3.473 -0.249 4.896 0.34 -0.09 0.13 -0.2440
H 2.982 -1.124 0.906 -0.06 0.04 0.02 0.1948
H 2.894 -2.393 2.130 -0.02 -0.15 -0.10 0.1698
H 1.803 -2.434 0.712 0.01 -0.05 0.02 0.1718
H 0.148 -2.682 2.180 0.18 -0.03 0.04 0.1815
H -0.639 -1.116 2.399 -0.04 -0.04 0.03 0.1685
H -0.634 -2.199 4.541 0.01 0.02 0.02 0.1948
H 0.460 -0.802 4.565 -0.18 0.11 -0.04 0.1700
H 2.230 -2.485 4.072 -0.03 -0.02 0.00 0.3500
H 2.499 -3.376 6.192 -0.03 0.04 0.08 0.2094
H 0.831 -2.992 6.580 -0.02 0.09 0.00 0.1937
H 2.265 -1.448 7.678 0.03 0.01 -0.04 0.1977
H 1.433 -0.508 6.464 0.02 0.04 -0.18 0.1598
H 2.573 0.346 4.717 -0.06 -0.08 -0.03 0.1675
H 3.612 -0.982 4.097 -0.14 0.11 -0.17 0.1535
H 4.336 0.417 4.872 -0.02 -0.01 0.09 0.1922
```
Positions in Å, forces in eV/Å.

Its total energy is -1624.02092 hartree. The HOMO-LUMO gap comes out at 6.61 eV. The spin multiplicity is 1. Its highest occupied orbital energy is -10.2026 eV. As for the charge: +1. For the LUMO energy, the calculation gives -0.1319 hartree.


No. 2
The following is a quantum chemistry calculation of a structure of composition C19H32MoN2O4Se2 at a distorted geometry, from OMol25.

XYZ file:
```
60
Properties=species:S:1:pos:R:3:forces:R:3:nbo_charge:R:1
Mo 0.508 0.419 0.080 -0.59 -0.36 -0.15 0.8835
O 3.733 4.908 0.969 0.62 -0.65 0.00 -0.7236
C 4.249 3.762 0.289 -1.73 0.85 -0.87 -0.0453
C 3.045 2.744 0.201 0.83 0.10 -0.27 -0.1655
C 3.598 1.575 -0.596 -0.80 -1.12 1.17 -0.0449
O 2.593 0.472 -0.684 0.90 0.31 -0.45 -0.7561
C 2.713 2.418 1.619 0.64 -1.91 1.58 -0.5334
Se 1.077 1.389 2.175 -0.15 -0.01 -0.26 0.2938
C 1.892 3.490 -0.426 -0.16 -0.30 -0.49 -0.5534
Se 0.259 2.538 -1.012 0.06 -0.19 0.21 0.3022
H 4.462 5.529 1.035 -0.03 0.35 0.18 0.4982
H 5.122 3.336 0.722 0.62 -0.47 0.87 0.1890
H 4.537 4.082 -0.717 -0.10 -0.26 -0.25 0.1855
H 4.446 1.128 -0.059 -0.09 0.25 -0.26 0.2070
H 3.876 1.871 -1.578 0.16 0.19 -0.91 0.2142
H 2.878 -0.199 -1.352 -0.40 0.48 0.60 0.5464
H 2.627 3.321 2.186 -0.22 0.58 0.30 0.2710
H 3.503 1.808 2.123 -0.41 0.50 -0.55 0.2458
H 2.230 3.988 -1.307 0.20 0.43 -0.70 0.2440
H 1.580 4.251 0.276 -0.41 0.11 0.06 0.2706
N 2.670 -4.651 -0.951 -0.37 -0.52 -0.81 -0.6837
C 2.138 -3.750 0.116 -0.70 -0.09 -0.76 -0.3354
C 1.768 -2.424 -0.606 0.13 -0.16 0.78 0.7967
O 2.167 -2.221 -1.738 0.52 -0.18 -0.65 -0.6752
O 1.090 -1.636 0.110 -0.54 0.69 0.37 -0.7180
H 1.929 -5.298 -1.284 0.49 0.47 0.14 0.4495
H 3.452 -5.238 -0.688 0.34 -0.07 0.27 0.4494
H 2.937 -4.055 -1.760 -0.08 0.04 0.16 0.4735
H 2.872 -3.589 0.899 -0.01 -0.01 -0.01 0.2621
H 1.248 -4.261 0.485 0.11 0.44 0.41 0.2537
C -1.796 -2.049 -2.469 -0.58 -0.39 1.22 -0.5921
C -2.534 -0.705 -2.568 -0.82 -0.41 -0.10 -0.2446
C -1.712 0.336 -3.325 0.14 0.01 0.64 -0.5989
C -3.171 -0.428 -1.179 0.35 0.46 -1.17 0.0917
C -4.549 -0.520 -1.197 -0.07 -0.58 0.18 -0.2258
C -5.246 -0.640 0.000 -0.62 -0.23 -0.25 -0.0925
C -4.570 -0.679 1.203 -1.28 0.47 -0.39 -0.2271
C -3.212 -0.460 1.258 -0.73 -0.13 2.00 0.1002
C -2.715 -0.383 2.690 0.06 0.29 -0.95 -0.2564
C -1.560 -1.291 2.970 0.44 -1.64 1.44 -0.6011
C -2.509 1.080 3.051 0.42 0.25 0.46 -0.6009
C -2.492 -0.259 0.087 -0.69 -0.64 -1.71 -0.0347
N -1.182 0.054 0.126 1.58 0.74 0.39 -0.2332
H -1.438 -2.364 -3.420 0.10 -0.29 -0.94 0.2229
H -2.496 -2.828 -2.058 0.77 0.63 -0.37 0.2237
H -0.903 -2.006 -1.826 -0.24 0.14 0.10 0.1737
H -3.428 -0.913 -3.223 0.89 0.24 0.62 0.2231
H -0.810 0.615 -2.781 0.04 0.03 -0.01 0.1773
H -2.257 1.247 -3.573 -0.09 -0.08 0.11 0.2336
H -1.385 -0.134 -4.244 0.06 0.02 -0.32 0.2277
H -5.076 -0.677 -2.148 0.28 0.30 0.51 0.2371
H -6.330 -0.782 -0.021 0.37 0.14 0.03 0.2391
H -5.197 -0.739 2.103 0.66 -0.19 -0.26 0.2380
H -3.512 -0.809 3.291 -0.21 0.29 0.12 0.2264
H -0.646 -1.144 2.402 0.03 0.12 -0.15 0.1823
H -1.895 -2.362 2.835 0.47 1.03 -0.02 0.2231
H -1.299 -1.210 4.058 -0.08 -0.04 -0.88 0.2306
H -1.885 1.594 2.318 -0.03 -0.01 -0.17 0.1956
H -1.938 1.110 3.987 -0.43 0.28 0.05 0.2222
H -3.454 1.642 3.123 0.39 -0.31 0.13 0.2374
```
Positions in Å, forces in eV/Å.

Its total energy is -6024.19092 hartree. The HOMO-LUMO gap (alpha / beta) comes out at 6.53 / 6.53 eV. The spin multiplicity is 1. Its highest occupied orbital energy (alpha / beta) is -13.9059 / -13.9062 eV. As for the charge: +2. For the LUMO energy (alpha / beta), the calculation gives -0.2709 / -0.2710 hartree.


No. 3
The following is a quantum chemistry calculation of a structure of composition C19H32NPRu at a distorted geometry, from OMol25.

XYZ file:
```
54
Properties=species:S:1:pos:R:3:forces:R:3:lowdin_spin:R:1
C -1.913 -0.171 -4.160 -0.13 -0.02 -0.01 0.0335
C -1.946 -1.131 -3.151 0.20 -0.03 0.35 0.0017
C -1.549 -0.803 -1.844 -0.19 0.48 -1.05 0.0557
C -1.243 0.528 -1.576 0.46 0.42 0.78 0.1387
C -1.057 1.466 -2.590 -0.54 -0.45 -0.88 0.0546
C -1.451 1.119 -3.891 0.39 0.22 0.20 -0.0005
C -1.399 -1.837 -0.786 -0.32 -0.61 0.31 0.0551
C -0.571 -3.067 -1.284 -0.89 -0.33 0.25 0.0618
N 0.719 -2.756 -1.832 0.20 -0.32 0.41 0.6108
Ru -1.316 1.228 0.399 -1.17 -1.52 -1.31 1.7610
C -0.437 2.779 -2.214 -0.22 0.51 0.59 0.0331
P 0.126 2.597 -0.441 1.88 0.37 -2.28 0.0284
H -2.288 -2.149 -3.353 0.09 0.29 -0.16 0.0004
H -1.378 1.863 -4.685 -0.02 -0.26 0.08 0.0005
H -2.230 -0.445 -5.168 0.07 0.17 0.30 0.0019
H -1.147 3.620 -2.242 0.12 -0.22 -0.14 0.0013
H 0.427 3.045 -2.840 -0.19 -0.02 0.14 0.0027
H -0.967 -1.398 0.130 0.01 -0.30 -0.31 0.0081
H -2.391 -2.234 -0.516 0.36 -0.13 0.07 0.0021
H -0.412 -3.735 -0.418 0.00 0.13 -0.30 0.0267
C 0.457 4.245 0.195 -0.20 0.07 0.49 -0.0070
C 1.766 1.827 -0.610 0.03 -0.05 0.27 0.0111
H -1.144 -3.605 -2.054 0.24 0.17 0.33 0.0016
C 1.063 -3.105 -3.176 0.32 0.40 -0.87 0.0734
C 1.771 -2.352 -0.944 0.50 0.71 0.28 0.0649
H -2.540 2.405 0.868 -1.48 0.39 -0.23 0.0682
H 1.187 -4.198 -3.299 -0.12 0.25 0.25 0.0403
H 0.277 -2.774 -3.876 0.14 -0.15 0.35 0.0192
H 2.011 -2.607 -3.427 -0.36 -0.32 -0.03 0.0033
H 2.244 -3.230 -0.462 -0.26 0.13 -0.25 0.0378
H 2.540 -1.820 -1.522 -0.22 -0.22 0.29 0.0067
H 1.383 -1.696 -0.148 0.01 -0.29 -0.26 0.0109
H 2.425 2.481 -1.191 -0.06 -0.10 0.14 0.0008
H 2.167 1.680 0.402 0.05 0.03 -0.28 0.0000
H 1.676 0.851 -1.101 -0.04 0.29 0.07 0.0015
H 0.528 4.970 -0.626 0.01 -0.22 0.22 -0.0015
H -0.353 4.529 0.877 0.23 0.19 -0.15 0.0000
H 1.401 4.208 0.754 -0.26 0.15 -0.09 -0.0001
H -1.916 2.581 1.311 0.12 0.80 0.68 0.0583
C 1.681 -0.879 4.411 0.38 -0.17 -0.15 0.0171
C 0.340 -0.143 4.368 0.60 -0.16 0.12 0.0548
C -0.772 -1.073 4.856 -0.57 -0.18 -0.29 0.0235
C 0.411 1.086 5.279 -0.12 0.60 -0.05 0.0194
C 0.062 0.284 2.991 -0.66 0.14 0.49 0.4498
C -0.420 0.744 1.932 1.53 -0.74 1.71 0.1575
H 1.905 -1.201 5.435 -0.09 0.09 -0.20 0.0021
H 2.488 -0.226 4.067 -0.03 -0.10 0.10 0.0006
H 1.658 -1.763 3.767 0.03 0.02 0.11 0.0006
H -0.576 -1.394 5.885 0.07 0.14 -0.23 0.0037
H -1.738 -0.559 4.827 0.09 -0.11 0.08 0.0002
H -0.840 -1.961 4.220 -0.01 0.03 0.13 0.0005
H 1.205 1.764 4.950 -0.10 -0.08 0.13 0.0005
H -0.538 1.632 5.260 0.15 -0.06 0.07 0.0001
H 0.616 0.780 6.312 -0.03 -0.03 -0.28 0.0029
```
Positions in Å, forces in eV/Å.

Its total energy is -1233.37402 hartree. The HOMO-LUMO gap (alpha / beta) comes out at 6.90 / 5.91 eV. The spin multiplicity is 5. Its highest occupied orbital energy (alpha / beta) is -13.5967 / -14.9230 eV. As for the charge: +2. For the LUMO energy (alpha / beta), the calculation gives -0.2460 / -0.3311 hartree.